(A)
ORCA calculation (ωB97M-V/def2-TZVPD) on a 2-piece molecular cluster, C5H15NO overall.

Summary:
Net charge ... 0
Kohn-Sham gap ... 9.81 eV
Lowest unoccupied orbital energy ... 0.87 eV

The geometry in XYZ format:
```
22
Properties=species:S:1:pos:R:3:lowdin_charge:R:1
C 1.99503 1.99844 0.37456 -0.123
C 0.79729 1.33259 -0.21164 -0.449
C 1.13657 0.15280 -1.11586 -0.110
C -0.22958 0.83382 0.96829 -0.203
C -1.05270 -0.33839 0.66822 -0.328
N -1.69119 -0.29814 -0.65781 -0.050
H 2.68514 2.40275 -0.38798 0.082
H 2.45216 1.39438 1.15843 0.070
H 1.62819 2.93292 0.97415 0.110
H 0.21544 2.13082 -0.73222 0.125
H 1.85789 0.36740 -2.01719 0.112
H 0.32157 -0.42986 -1.46674 0.023
H 1.72293 -0.57344 -0.50965 0.085
H -0.86165 1.76824 1.25568 0.138
H 0.52540 0.63379 1.74170 0.099
H -1.83629 -0.42032 1.55194 0.147
H -0.33915 -1.23020 0.76851 0.117
H -2.66856 -0.51460 -0.87998 0.062
H -1.61249 0.39443 -1.45636 0.100
O -1.81901 -4.38844 0.28811 -0.065
H -2.29029 -3.71205 -0.19812 0.018
H -0.93670 -4.43695 -0.11606 0.041
```

***

(B)
ORCA calculation (ωB97M-V/def2-TZVPD) on a 2-piece molecular cluster, C5H15NO overall.

Summary:
Net charge ... 0
Kohn-Sham gap ... 8.73 eV
Lowest unoccupied orbital energy ... 0.72 eV

The geometry in XYZ format:
```
22
Properties=species:S:1:pos:R:3:lowdin_charge:R:1
C 1.33007 2.24107 1.91539 -0.125
C 0.96991 1.56871 0.60058 -0.261
C -0.47623 1.69974 0.22543 -0.228
N -0.71352 0.88728 -0.99139 -0.105
C -0.47551 -0.46109 -1.36837 -0.340
C -1.56794 -1.00524 -2.26172 -0.112
H 2.40017 2.17803 2.15649 0.067
H 0.90361 1.72822 2.78390 0.070
H 1.09008 3.29984 2.01801 0.068
H 1.55355 1.94820 -0.23152 0.113
H 1.12364 0.49293 0.75010 0.106
H -0.69833 2.71171 -0.12963 0.116
H -1.28117 1.48327 0.93401 0.112
H -1.12407 1.39488 -1.74541 0.092
H 0.49851 -0.64136 -1.85788 0.103
H -0.42644 -1.10410 -0.46774 0.112
H -1.47040 -2.05626 -2.51970 0.069
H -2.50799 -0.80548 -1.72855 0.074
H -1.70906 -0.41427 -3.17436 0.069
O 1.11615 -5.14157 1.39213 -0.065
H 0.55580 -4.35781 1.51855 0.037
H 0.90917 -5.64670 2.18166 0.028
```

***

Unit: kcal/mol. Relative energies: (A) 15.3; (B) 0.0.

***

(A)
ORCA calculation (ωB97M-V/def2-TZVPD) on one molecule with the formula C8H11NO3.

Summary:
Net charge ... 0
Kohn-Sham gap ... 9.98 eV
Lowest unoccupied orbital energy ... 0.17 eV

The geometry in XYZ format:
```
23
Properties=species:S:1:pos:R:3:lowdin_charge:R:1
O -0.44183 -2.92581 -0.19954 0.135
C -0.53966 -1.75512 -0.01625 -0.330
C -1.03575 -1.22579 1.26980 -0.099
C -0.32696 0.03605 1.86343 -0.184
C -0.24857 1.11330 0.87283 -0.153
C 0.49533 0.52422 -0.33751 -0.405
C 1.94088 0.48206 -0.13957 -0.116
C 1.40507 1.47859 -1.08533 -0.058
C -0.14135 -0.61887 -1.14255 -0.002
N -1.48702 -0.30757 -1.88643 -0.360
O -1.88122 -1.18861 -2.61605 0.089
O -2.03674 0.74524 -1.66694 0.087
H -2.11321 -0.97043 0.97677 0.167
H -1.05226 -1.91671 2.02905 0.089
H -0.84694 0.26440 2.89895 0.150
H 0.76051 -0.25576 2.15707 0.139
H -1.24533 1.33703 0.51122 0.116
H 0.38359 1.92510 1.08518 0.106
H 2.56864 -0.42200 -0.53430 0.155
H 2.32263 0.79173 0.83966 0.114
H 1.43741 2.51734 -0.80299 0.111
H 1.61726 1.38162 -2.07184 0.074
H 0.46550 -1.01002 -2.00464 0.176
```

***

(B)
ORCA calculation (ωB97M-V/def2-TZVPD) on a 2-piece molecular cluster, C8H11NO3 overall.

Summary:
Net charge ... 0
Kohn-Sham gap ... 8.20 eV
Lowest unoccupied orbital energy ... 0.61 eV

The geometry in XYZ format:
```
23
Properties=species:S:1:pos:R:3:lowdin_charge:R:1
C 2.65583 1.33955 0.56139 -0.120
C 1.47557 2.06306 1.09096 -0.220
C 0.07753 1.59199 0.70989 -0.244
O -0.71242 2.09756 1.66359 0.058
C -0.23751 0.38648 -0.11969 0.009
C -0.63709 0.03854 -1.32303 -0.162
C -0.88748 -1.28949 -1.91481 -0.125
C -0.48785 -2.46499 -1.32634 -0.166
N 0.05501 -2.35587 -0.06790 0.095
H 2.49066 0.18922 0.41932 0.103
H 3.61680 1.38854 1.20305 0.103
H 2.91672 1.66043 -0.38683 0.035
H 1.55095 3.12419 0.85825 0.122
H 1.49587 2.06119 2.15584 0.103
H -1.63853 2.01573 1.48895 0.098
H -0.76129 0.83739 -2.02690 0.095
H -1.24205 -1.25950 -2.92425 0.077
H -0.43511 -3.30077 -1.85642 0.065
H 0.62303 -3.08824 0.29068 0.086
H 0.23116 -1.41572 0.19907 0.013
O -3.42564 -2.28260 0.03344 0.224
C -3.39685 -1.20498 0.40127 -0.423
O -3.32731 -0.13172 0.87046 0.174
```

***

Unit: kcal/mol. Relative energies: (A) 39.5; (B) 0.0.

***

(A)
ORCA calculation (ωB97M-V/def2-TZVPD) on one molecule with the formula C3H8N2O.

Summary:
Net charge ... 0
Kohn-Sham gap ... 9.58 eV
Lowest unoccupied orbital energy ... 0.95 eV

The geometry in XYZ format:
```
14
Properties=species:S:1:pos:R:3:lowdin_charge:R:1
C -2.45981 -0.13520 -0.01860 -0.118
O -1.34900 0.73406 -0.06840 -0.201
C -0.11800 0.05394 0.02146 -0.247
C 1.00143 1.06841 -0.00418 -0.157
N 2.24681 0.80186 -0.02257 -0.058
N 2.65507 -0.47742 -0.04096 -0.003
H -2.45802 -0.76275 0.89219 0.089
H -2.47848 -0.79514 -0.90406 0.090
H -3.35187 0.50466 -0.00359 0.091
H -0.06659 -0.53207 0.95734 0.125
H -0.03569 -0.66644 -0.81952 0.125
H 0.72326 2.11597 0.04319 0.108
H 2.05443 -1.28651 0.00844 0.080
H 3.63647 -0.62337 -0.04072 0.075
```

***

(B)
ORCA calculation (ωB97M-V/def2-TZVPD) on a 2-piece molecular cluster, C3H8N2O overall.

Summary:
Net charge ... 0
Kohn-Sham gap ... 9.65 eV
Lowest unoccupied orbital energy ... 0.91 eV

The geometry in XYZ format:
```
14
Properties=species:S:1:pos:R:3:lowdin_charge:R:1
N 2.56857 -0.25446 0.10686 0.148
C 1.89000 -0.63907 -0.83611 -0.414
O 1.23442 -1.00279 -1.73490 0.139
H 3.57270 -0.33969 0.07130 0.074
C -1.22984 -0.88403 0.64479 -0.144
N -0.26505 0.17577 0.44180 -0.224
C -0.77121 1.27790 -0.34802 -0.148
H -0.79273 -1.65535 1.28739 0.079
H -2.17875 -0.54455 1.09915 0.074
H -1.46100 -1.34581 -0.32423 0.080
H 0.11344 0.50421 1.32243 0.102
H -0.99118 0.92000 -1.36242 0.079
H -1.68969 1.73584 0.06221 0.075
H 0.00030 2.05204 -0.43024 0.079
```

***

(C)
ORCA calculation (ωB97M-V/def2-TZVPD) on one molecule with the formula C3H8N2O.

Summary:
Net charge ... 0
Kohn-Sham gap ... 10.59 eV
Lowest unoccupied orbital energy ... 0.85 eV

The geometry in XYZ format:
```
14
Properties=species:S:1:pos:R:3:lowdin_charge:R:1
C -0.44620 -1.22213 -1.09513 -0.086
C -0.19007 0.12912 -0.34445 -0.394
N 1.14577 0.62929 -0.74391 -0.030
C -0.59573 0.19422 1.16950 -0.526
N 0.23196 1.04713 1.82042 0.126
O -1.43479 -0.54924 1.67635 0.046
H 0.27933 -2.01728 -0.71936 0.090
H -1.55639 -1.59444 -0.90338 0.110
H -0.25982 -0.99126 -2.17390 0.068
H -0.96619 0.95787 -0.69495 0.168
H 1.86581 -0.12227 -0.46168 0.099
H 1.44857 0.41364 -1.74043 0.085
H 0.11619 1.09518 2.81583 0.094
H 0.36153 2.03017 1.39510 0.150
```

***

Unit: kcal/mol. Relative energies: (A) 35.4; (B) 0.0; (C) 7.3.

***

(A)
ORCA calculation (ωB97M-V/def2-TZVPD) on a 2-piece molecular cluster, C3H11NO2 overall.

Summary:
Net charge ... 0
Kohn-Sham gap ... 10.12 eV
Lowest unoccupied orbital energy ... 0.79 eV

The geometry in XYZ format:
```
17
Properties=species:S:1:pos:R:3:lowdin_charge:R:1
N -1.53139 -1.29881 -0.24117 -0.017
C -0.12911 -0.93086 -0.29310 -0.313
C 0.30720 -0.80061 1.16733 -0.196
C 1.78896 -0.40075 1.28649 -0.254
O 2.06956 0.04802 2.62642 -0.087
H -1.66724 -2.08960 0.32449 0.038
H -1.76801 -1.49246 -1.21661 0.074
H 0.59577 -1.74765 -0.82318 0.150
H -0.06023 -0.06375 -0.88285 0.084
H 0.05856 -1.81848 1.72207 0.156
H -0.11492 -0.06355 1.70072 0.063
H 1.89452 0.49135 0.58525 0.138
H 2.39490 -1.19475 1.07568 0.078
H 2.84886 -0.32673 3.06622 0.086
O -2.24442 2.97022 -3.70597 -0.029
H -1.63855 2.32236 -3.85638 -0.032
H -2.22732 3.72231 -4.33516 0.060
```

***

(B)
ORCA calculation (ωB97M-V/def2-TZVPD) on a 3-piece molecular cluster, C3H11NO2 overall.

Summary:
Net charge ... 0
Kohn-Sham gap ... 10.36 eV
Lowest unoccupied orbital energy ... 0.71 eV

The geometry in XYZ format:
```
17
Properties=species:S:1:pos:R:3:lowdin_charge:R:1
C 1.41557 0.51711 1.49054 0.002
C 0.19567 0.18296 1.10230 -0.193
C -0.40130 -1.15316 0.74560 -0.281
N -0.72311 -1.18507 -0.68629 0.005
H 1.69948 1.55794 1.37142 0.054
H 2.18252 -0.08209 1.96556 0.058
H -0.40056 1.00498 0.74717 0.063
H 0.33212 -1.92780 1.00197 0.106
H -1.30779 -1.34614 1.32470 0.112
H -1.22644 -2.01448 -0.94708 0.073
H 0.14638 -1.00999 -1.17694 0.054
O -2.65071 1.25252 0.03753 -0.063
H -2.24254 1.43730 0.88269 0.014
H -2.08418 0.67689 -0.46954 -0.014
O 2.13112 0.21737 -2.12843 -0.055
H 3.02563 0.25679 -1.79444 0.032
H 1.64125 0.92624 -1.69507 0.032
```

***

Unit: kcal/mol. Relative energies: (A) 13.0; (B) 0.0.

***

(A)
ORCA calculation (ωB97M-V/def2-TZVPD) on a 2-piece molecular cluster, C3H11NO2 overall.

Summary:
Net charge ... 0
Kohn-Sham gap ... 10.08 eV
Lowest unoccupied orbital energy ... 0.77 eV

The geometry in XYZ format:
```
17
Properties=species:S:1:pos:R:3:lowdin_charge:R:1
N -0.31170 -1.47575 1.38612 -0.019
C 0.35495 -0.27262 0.87441 -0.309
C -0.63805 0.87510 0.95786 -0.201
C -0.03433 2.19600 0.46583 -0.272
O -1.08306 3.12799 0.23602 -0.073
H -0.69083 -1.31410 2.31268 0.061
H 0.38494 -2.20974 1.42080 0.059
H 1.25995 0.02602 1.45112 0.114
H 0.70434 -0.50329 -0.12777 0.106
H -0.99746 0.95138 1.99383 0.116
H -1.50807 0.77113 0.32416 0.113
H 0.42834 1.96388 -0.50120 0.117
H 0.65702 2.60745 1.18988 0.114
H -0.93571 3.98491 0.62689 0.074
O 1.24356 -3.81095 -3.37343 -0.062
H 1.89105 -3.35795 -2.80008 0.045
H 1.60835 -4.08912 -4.20190 0.016
```

***

(B)
ORCA calculation (ωB97M-V/def2-TZVPD) on a 2-piece molecular cluster, C3H11NO2 overall.

Summary:
Net charge ... 0
Kohn-Sham gap ... 9.29 eV
Lowest unoccupied orbital energy ... 0.73 eV

The geometry in XYZ format:
```
17
Properties=species:S:1:pos:R:3:lowdin_charge:R:1
C 0.91638 0.42244 2.33076 -0.156
N -0.36690 0.34745 1.66354 -0.117
C -0.54525 1.03630 0.36339 -0.212
C 0.41275 2.16164 0.07900 -0.254
O 1.77522 1.68494 -0.11452 -0.093
H 1.79379 -0.00521 1.83057 0.073
H 1.10727 1.48037 2.52854 0.072
H 0.88868 -0.03214 3.31199 0.069
H -0.68675 -0.59318 1.58417 0.085
H -1.52726 1.51199 0.44626 0.112
H -0.47310 0.31982 -0.44877 0.113
H 0.32488 3.04658 0.71034 0.119
H 0.15414 2.51828 -0.92470 0.110
H 2.32486 2.24323 0.45026 0.080
O -2.01913 -4.92662 -3.69409 -0.064
H -2.72615 -4.55388 -3.14687 0.037
H -1.47000 -4.17925 -3.93871 0.027
```

***

Unit: kcal/mol. Relative energies: (A) 0.0; (B) 11.2.

***

(A)
ORCA calculation (ωB97M-V/def2-TZVPD) on a 2-piece molecular cluster, C3H11NO2 overall.

Summary:
Net charge ... 0
Kohn-Sham gap ... 10.17 eV
Lowest unoccupied orbital energy ... 0.83 eV

The geometry in XYZ format:
```
17
Properties=species:S:1:pos:R:3:lowdin_charge:R:1
C 0.13951 0.87350 -1.89920 -0.110
C -0.70755 -0.05448 -1.02692 -0.257
N -0.40721 0.23802 0.40781 -0.058
C -0.47921 -0.95043 1.24478 -0.276
O -1.82335 -1.20003 1.74890 -0.078
H 0.88338 0.27374 -2.42429 0.059
H 0.80728 1.59957 -1.32483 0.083
H -0.26916 1.64143 -2.56458 0.061
H -1.73768 -0.02814 -1.32849 0.098
H -0.42744 -1.10469 -1.19205 0.105
H -1.03392 0.97112 0.72885 0.117
H 0.31942 -0.94138 1.98720 0.103
H -0.52819 -1.91978 0.72490 0.123
H -2.03104 -0.54637 2.42908 0.074
O 2.66944 0.62610 0.98090 -0.061
H 2.60567 0.40644 0.04458 0.025
H 2.02007 0.11539 1.46335 -0.008
```

***

(B)
ORCA calculation (ωB97M-V/def2-TZVPD) on a 2-piece molecular cluster, C3H11NO2 overall.

Summary:
Net charge ... 0
Kohn-Sham gap ... 10.23 eV
Lowest unoccupied orbital energy ... 0.93 eV

The geometry in XYZ format:
```
17
Properties=species:S:1:pos:R:3:lowdin_charge:R:1
N 1.90453 1.09858 -1.07817 -0.010
C 1.07318 1.20745 0.13248 -0.268
C -0.01579 0.08754 0.18967 -0.189
C -0.02952 -0.55465 1.55819 -0.320
O -0.97355 -1.55985 1.74493 -0.055
H 1.95462 1.99711 -1.52846 0.054
H 2.83433 0.82558 -0.82639 0.053
H 0.61702 2.18536 0.21026 0.103
H 1.69809 1.03950 1.01926 0.099
H -0.99366 0.54922 0.02402 0.103
H 0.17710 -0.53264 -0.68125 0.101
H 0.96724 -0.90546 1.84081 0.117
H -0.32812 0.22276 2.26953 0.125
H -0.59256 -2.34684 1.33910 0.091
O -2.59011 -1.35363 -1.82554 -0.062
H -3.41098 -1.48591 -2.30953 0.032
H -2.29182 -0.47411 -2.07890 0.027
```

***

(C)
ORCA calculation (ωB97M-V/def2-TZVPD) on a 2-piece molecular cluster, C3H11NO2 overall.

Summary:
Net charge ... 0
Kohn-Sham gap ... 9.61 eV
Lowest unoccupied orbital energy ... 0.72 eV

The geometry in XYZ format:
```
17
Properties=species:S:1:pos:R:3:lowdin_charge:R:1
C 2.41137 0.69485 -0.03412 -0.300
O 1.66367 -0.58156 0.83284 -0.070
O 3.10320 -0.08232 -0.80607 -0.190
H 2.43171 -1.03074 0.16217 0.149
H 0.78111 -0.75560 0.38145 0.027
H 2.91123 1.22275 0.79134 0.104
H 1.54583 1.24829 -0.43538 0.093
C -1.84762 -0.48117 0.02280 -0.310
C -1.64365 0.99380 0.34085 -0.103
N -0.62951 -1.04937 -0.58422 -0.019
H -0.74866 -2.03922 -0.77517 0.095
H -0.43334 -0.60092 -1.47526 0.097
H -2.04034 -1.03595 0.94403 0.110
H -2.72505 -0.60570 -0.62485 0.104
H -0.80217 1.12908 1.02042 0.068
H -2.53643 1.41007 0.80781 0.072
H -1.44134 1.56370 -0.56862 0.073
```

***

(D)
ORCA calculation (ωB97M-V/def2-TZVPD) on a 2-piece molecular cluster, C3H11NO2 overall.

Summary:
Net charge ... 0
Kohn-Sham gap ... 10.13 eV
Lowest unoccupied orbital energy ... 0.58 eV

The geometry in XYZ format:
```
17
Properties=species:S:1:pos:R:3:lowdin_charge:R:1
C 1.08213 0.04924 -1.50977 -0.112
C 1.11606 0.93786 -0.19705 -0.225
N -0.21696 1.01142 0.52283 -0.061
C -0.31027 0.22473 1.70836 -0.283
O -0.04489 1.04632 2.92235 -0.053
H 1.95116 0.21646 -2.16735 0.059
H 0.85775 -1.04851 -1.38088 0.074
H 0.22182 0.55513 -2.08320 0.079
H 1.58613 1.90930 -0.39142 0.098
H 1.61446 0.17273 0.60665 0.134
H -1.04837 0.94035 0.00041 0.080
H -1.24337 -0.27900 1.90224 0.114
H 0.48909 -0.54319 1.82733 0.110
H 0.72328 1.42955 2.66933 -0.006
O -2.45954 -2.55279 -1.41513 -0.016
H -1.74258 -2.23543 -0.96239 -0.039
H -2.57589 -1.83417 -2.05231 0.047
```

***

Unit: kcal/mol. Relative energies: (A) 15.7; (B) 0.0; (C) 29.0; (D) 26.7.